# 1
CHCaO3 as an isolated structure. Source: OMol25; level of theory: ωB97M-V/def2-TZVPD.

```
6
Properties=species:S:1:pos:R:3:forces:R:3
C -1.24906 0.05845 -0.24644 -3.57 0.34 5.29
O -1.06672 -1.10900 0.31064 2.92 -2.98 -1.39
O 0.01568 -0.11905 -0.52417 -0.95 -0.42 -0.94
Ca 2.18094 0.29988 0.05881 -0.38 0.20 -0.12
O -2.14881 0.64595 0.26994 0.28 2.79 -3.23
H 3.89397 0.44196 0.42871 1.70 0.07 0.39
```
Positions in Å, forces in eV/Å.

Results
Molecular weight ... 101.09 g/mol
LUMO (alpha / beta) ... -8.6 / -8.6 eV
Orbital gap (alpha / beta) ... 4.85 / 4.84 eV
2S+1 ... 1
Charge ... +1
Calculated total energy ... -25620.3318 eV

Atom charges from the Mulliken analysis, given in e for atoms 1 to 4: C 0.794; O -0.060; O -0.368; Ca 1.348



# 2
C12H24ClI2N2OP2Y as an isolated structure. Source: OMol25; level of theory: ωB97M-V/def2-TZVPD.

```
45
Properties=species:S:1:pos:R:3:forces:R:3
I 3.10339 1.74345 0.44507 2.10 0.27 -0.84
I 4.28237 0.68123 -2.04900 -1.03 0.65 1.75
Y 1.04455 0.20592 -0.81025 -2.96 -2.67 -0.68
P 2.13948 -2.35027 0.38141 1.13 -1.94 0.24
C 3.87605 -2.46472 0.90983 0.40 0.67 0.37
C 1.44985 -3.13477 1.91461 -0.38 0.34 -0.28
H 1.89661 -4.13404 1.95279 -0.16 0.24 0.15
H 2.63058 -4.73971 0.08534 -0.09 0.33 -0.18
H 0.36675 -3.22217 1.88943 -0.09 -0.07 -0.03
H 1.64498 -4.16011 -1.29063 0.07 -0.10 -0.01
H 4.11403 -1.67596 1.60990 0.36 0.13 0.32
H 1.72915 -2.57412 2.80867 0.04 0.02 -0.09
C 2.46727 -3.91338 -0.61985 -0.79 0.45 -0.64
H 4.02935 -3.44667 1.38005 0.04 0.40 -0.11
H 3.39277 -3.76870 -1.20179 -0.52 -0.02 0.13
H 4.52171 -2.38765 0.03622 0.13 0.08 0.11
P 0.17162 2.53118 -2.49256 -0.31 1.06 -2.75
C 1.49640 3.67794 -3.08815 0.91 0.49 0.87
C -0.08485 2.24748 -4.34749 -0.29 -1.32 0.01
H -2.27287 3.15373 -2.34257 0.33 -0.12 -0.23
H -1.20476 4.44916 -3.03251 -0.15 -0.33 0.15
H -1.26450 4.12954 -1.29842 -0.01 0.10 0.10
C -1.30340 3.65730 -2.27792 0.56 0.02 0.73
H -0.64455 1.32159 -4.55540 0.05 0.49 -0.12
H -0.62403 3.13741 -4.71949 0.21 -0.57 0.14
H 1.04985 4.47219 -3.71432 0.19 -0.37 0.42
H 2.20195 3.11191 -3.71931 -0.36 0.16 0.35
H 0.90627 2.19535 -4.84858 -0.88 -0.18 0.32
H 2.10007 4.11099 -2.29493 -0.08 0.38 0.12
Cl -0.33248 -1.68930 -1.85817 0.81 1.06 0.07
N -5.16419 -0.46972 3.53517 0.39 0.13 -0.17
C -3.94380 0.00952 3.88477 -1.55 0.10 1.54
O -3.65853 0.36958 5.02104 0.20 -0.16 -1.54
C -2.97510 0.04896 2.74101 1.13 0.08 -0.96
C -3.18026 -0.32967 1.39972 0.47 0.06 0.35
C -2.10749 -0.21342 0.51175 -0.09 0.44 -0.16
N -0.83977 0.10809 0.87091 0.29 -1.00 0.81
C -0.61698 0.23909 2.21604 -0.75 0.92 -0.72
C -1.68316 0.44500 3.08443 0.59 -0.33 0.11
H -5.95508 -0.50197 4.16509 0.38 -0.01 0.07
H -5.26217 -0.85029 2.61689 -0.47 -0.09 -0.07
H -4.12390 -0.71376 1.00690 0.33 0.25 0.11
H -2.25699 -0.38929 -0.55022 -0.04 0.00 0.22
H 0.41306 0.19872 2.58347 -0.25 0.51 -0.23
H -1.52929 0.88438 4.06105 0.13 -0.55 0.28
```
Positions in Å, forces in eV/Å.

Results
Molecular weight ... 652.45 g/mol
LUMO ... -10.4 eV
Orbital gap ... 4.62 eV
Energy above the lowest of the compared OMol25 structures with the same formula, charge and spin ... 0.2697 eV
2S+1 ... 1
Charge ... +2
Calculated total energy ... -66193.7249 eV

Atom charges from the Mulliken analysis, given in e for atoms 1 to 4: I 0.153; I 0.208; Y 0.155; P 1.152